This record from the Open Molecules 2025 dataset describes a 10-piece molecular cluster, C40H100O20 overall at a distorted geometry. The level of theory is ωB97M-V with the def2-TZVPD basis set.

Geometry as XYZ:
```
160
Properties=species:S:1:pos:R:3:forces:R:3:lowdin_charge:R:1
C 1.81182 -0.29232 -1.86400 0.402 0.860 -0.115 -0.0621
O 1.08649 0.94064 -1.81411 -0.373 -0.321 0.259 -0.1986
C 0.30293 1.17071 -0.65210 -0.502 -0.628 -0.475 -0.1995
C -0.83645 0.18606 -0.43760 0.085 -0.034 -0.090 -0.1796
O -0.49460 -1.11180 0.01454 -0.080 -0.109 0.090 -0.1948
C 0.14846 -1.11414 1.26516 1.079 0.557 0.141 -0.0924
H 2.49767 -0.09832 -2.68899 0.197 -0.442 0.063 0.0845
H 1.22180 -1.17769 -2.08823 -0.195 0.103 0.084 0.0680
H 2.37743 -0.43452 -0.93890 0.024 -0.130 -0.002 0.0885
H -0.22585 2.09639 -0.86229 0.172 0.240 0.168 0.0917
H 0.90035 1.27975 0.25566 0.186 0.134 -0.033 0.1219
H -1.36351 0.04393 -1.38415 -0.007 0.012 0.076 0.1059
H -1.52807 0.66408 0.26293 -0.064 -0.039 0.141 0.1076
H 1.15859 -0.68062 1.19561 -0.026 0.022 -0.152 0.0875
H 0.33333 -2.13098 1.60728 -0.581 -0.121 -0.079 0.0774
H -0.34959 -0.50338 2.02640 -0.405 -0.275 -0.020 0.0899
C 2.97204 6.51722 -6.50919 0.447 -0.246 -0.082 -0.1223
O 1.60346 6.54304 -6.20451 -0.142 0.057 -0.247 -0.1747
C 1.29249 5.72369 -5.10588 -0.048 0.538 0.511 -0.2275
C -0.20511 5.77606 -4.85650 -0.493 -1.032 -0.364 -0.1865
O -0.56965 5.05336 -3.69475 -0.133 0.215 0.186 -0.1822
C -0.35260 3.66809 -3.72025 0.798 -0.494 0.447 -0.1121
H 3.57332 6.75205 -5.62382 0.040 0.043 -0.010 0.0876
H 3.20789 7.23017 -7.29690 -0.305 0.199 0.090 0.0864
H 3.29143 5.53836 -6.89036 -0.102 -0.108 0.159 0.0881
H 1.81605 6.08150 -4.20687 0.045 -0.018 0.000 0.1317
H 1.60357 4.68629 -5.26951 0.031 0.003 -0.175 0.1187
H -0.70174 5.32202 -5.72788 -0.019 0.104 -0.018 0.1290
H -0.64667 6.76032 -4.72087 0.499 0.237 -0.048 0.1311
H -0.68060 3.26683 -2.76174 -0.364 0.051 -0.120 0.0773
H 0.71411 3.41002 -3.74830 0.025 0.103 -0.168 0.0826
H -0.84092 3.11931 -4.53071 -0.265 0.316 -0.095 0.0847
C -4.31441 2.66440 1.15072 0.557 -0.593 -0.213 -0.0925
O -4.25482 1.96931 2.37418 -0.057 0.112 -0.090 -0.1997
C -3.18774 1.02144 2.39856 -0.794 0.514 0.325 -0.1898
C -3.24214 0.33213 3.74813 0.242 0.406 -0.015 -0.1964
O -4.21277 -0.68079 3.81594 0.207 -0.709 0.028 -0.1657
C -5.54443 -0.24986 3.80511 -0.839 0.581 -0.116 -0.1218
H -4.45196 1.95771 0.31825 -0.363 0.085 0.011 0.0786
H -3.35073 3.14579 0.92425 -0.118 0.293 0.187 0.0766
H -5.12369 3.38466 1.20605 0.007 0.040 -0.088 0.0936
H -2.26825 1.59270 2.23655 0.292 -0.388 0.011 0.0967
H -3.34663 0.27264 1.61251 0.206 0.011 -0.095 0.1132
H -3.43307 1.08297 4.52599 -0.053 0.132 -0.049 0.1324
H -2.26678 -0.10361 3.97202 -0.137 -0.285 -0.161 0.0969
H -5.72950 0.53885 4.54363 0.144 0.017 0.064 0.0945
H -6.22848 -1.06814 4.02919 0.396 -0.316 0.158 0.0887
H -5.87140 0.15123 2.84113 0.244 0.037 -0.054 0.0762
C 4.68697 -0.23976 5.42014 0.027 -0.824 -0.114 -0.0977
O 3.68157 -1.08279 4.89640 -0.331 -0.559 0.428 -0.1804
C 2.40524 -0.47736 4.91099 0.701 1.061 -1.059 -0.1981
C 1.32570 -1.42519 4.43685 -0.440 -0.718 0.008 -0.1732
O 0.03325 -0.86650 4.59629 -0.316 0.282 -0.273 -0.2247
C -0.49581 -1.01949 5.88900 0.130 0.093 0.663 -0.0979
H 4.77371 0.68041 4.84213 -0.189 0.295 0.312 0.0589
H 5.62481 -0.78032 5.29281 0.009 0.018 0.114 0.0989
H 4.49875 -0.09347 6.48695 0.139 0.445 -0.027 0.0950
H 2.51025 0.32878 4.16598 -0.617 0.134 0.032 0.1109
H 2.15979 0.06064 5.83544 0.076 -0.551 0.344 0.1248
H 1.31386 -2.41471 4.90437 0.528 0.139 0.368 0.1167
H 1.43441 -1.64022 3.37602 0.189 0.202 -0.043 0.1054
H 0.17275 -0.56975 6.63171 -0.051 -0.093 0.094 0.0871
H -0.67051 -2.06463 6.16727 0.180 -0.095 -0.192 0.0905
H -1.45769 -0.51471 5.97274 0.056 0.106 -0.305 0.0822
C 0.04901 -4.91419 4.10299 0.050 0.331 0.196 -0.0967
O 1.35205 -5.40214 3.81796 -0.265 0.011 -0.410 -0.1598
C 1.34309 -6.27200 2.71260 -0.301 -0.910 -0.601 -0.2158
C 1.15595 -5.63077 1.34967 0.287 0.538 -0.063 -0.2035
O -0.20072 -5.25731 1.18403 0.369 -0.025 -0.043 -0.1840
C -0.43865 -4.50734 0.02330 -0.800 0.606 -0.602 -0.1052
H -0.37847 -4.32866 3.28913 0.100 -0.067 -0.105 0.0814
H 0.14049 -4.25250 4.96287 -0.027 -0.215 0.170 0.0682
H -0.63374 -5.74036 4.31838 -0.024 -0.018 0.107 0.0952
H 0.54422 -7.02713 2.77827 -0.157 0.152 0.371 0.1278
H 2.25517 -6.86996 2.72025 0.278 0.367 0.068 0.1253
H 1.44920 -6.29335 0.52749 0.008 -0.354 0.154 0.1199
H 1.82970 -4.76650 1.25939 -0.177 0.217 0.069 0.1304
H -1.50328 -4.26815 0.01233 -0.030 -0.097 0.114 0.0835
H -0.22250 -5.00462 -0.92793 0.225 -0.438 0.253 0.0805
H 0.07272 -3.54170 -0.02638 0.319 -0.124 0.284 0.0723
C 7.62247 2.80587 2.34864 -0.220 0.426 0.376 -0.1095
O 6.67608 1.79975 2.07383 0.281 -0.198 -0.055 -0.1696
C 5.39469 2.16371 2.52336 -0.114 0.197 -0.571 -0.2317
C 4.37636 1.09932 2.15866 -0.773 -0.016 -0.045 -0.1979
O 4.37545 0.61524 0.83097 0.406 -0.177 -0.173 -0.1630
C 4.37338 1.64852 -0.12745 -0.280 0.201 -0.186 -0.0981
H 8.64163 2.43885 2.25864 -0.115 -0.333 -0.095 0.0872
H 7.46899 3.16548 3.37412 0.211 0.057 0.015 0.0858
H 7.51473 3.66993 1.68233 -0.118 -0.041 -0.079 0.0893
H 5.08015 3.12053 2.08282 0.166 0.041 -0.070 0.1253
H 5.39838 2.31760 3.60925 -0.082 -0.068 0.070 0.1136
H 3.37509 1.53213 2.30288 0.053 0.203 0.432 0.1255
H 4.45869 0.23852 2.81794 0.139 -0.210 -0.214 0.1059
H 5.36381 2.10655 -0.18555 -0.091 0.198 -0.062 0.0939
H 3.59242 2.38949 0.07765 0.209 0.133 0.372 0.0692
H 4.08733 1.27015 -1.10997 0.277 -0.445 0.121 0.0829
C 3.18492 -5.37410 -1.78571 0.042 -0.188 0.403 -0.1002
O 2.01814 -4.63307 -2.06883 1.009 0.073 -0.251 -0.1901
C 1.52069 -4.82824 -3.36050 -1.711 -0.264 -0.341 -0.2251
C 2.21449 -4.16832 -4.54588 -0.145 0.714 0.756 -0.1928
O 2.50301 -2.84362 -4.12082 0.376 0.069 -0.068 -0.2021
C 3.49482 -2.17930 -4.85985 0.462 -0.081 -0.599 -0.1133
H 4.03485 -5.18282 -2.44918 -0.266 -0.016 -0.328 0.0893
H 2.91578 -6.43767 -1.77576 0.344 -0.060 -0.108 0.0916
H 3.54334 -5.09718 -0.79295 -0.269 0.027 0.041 0.0859
H 0.50916 -4.43081 -3.26524 0.017 0.194 -0.300 0.0930
H 1.34556 -5.88385 -3.62028 0.377 -0.167 0.262 0.1319
H 1.52302 -4.05188 -5.38707 -0.123 -0.615 -0.050 0.1295
H 3.06524 -4.77396 -4.87590 0.366 0.436 0.079 0.1233
H 4.49237 -2.37336 -4.45239 -0.004 0.028 0.097 0.0902
H 3.32499 -1.10293 -4.88254 -0.185 -0.022 0.369 0.0788
H 3.52501 -2.48185 -5.91457 -0.181 -0.170 0.040 0.0865
C -0.27756 2.43188 3.75050 0.458 0.463 0.058 -0.0972
O -0.06569 2.73704 2.38652 0.054 -0.381 -0.363 -0.2001
C -0.40958 4.06559 2.07833 -0.669 0.097 0.327 -0.2123
C 0.01203 4.47757 0.69503 0.321 0.231 -0.141 -0.2048
O 1.41823 4.33907 0.57905 0.067 -0.341 -0.145 -0.1646
C 1.83226 4.12208 -0.76205 -0.446 0.497 -0.353 -0.1014
H -0.18134 1.36077 3.90457 -0.175 -0.087 -0.169 0.0671
H -1.24998 2.80451 4.09154 -0.067 -0.155 0.036 0.0938
H 0.50694 2.91470 4.34800 -0.106 0.083 0.110 0.0963
H -0.00026 4.75477 2.82737 0.254 -0.021 -0.073 0.1315
H -1.50533 4.16504 2.14987 0.002 0.133 -0.040 0.1206
H -0.29624 5.52083 0.53495 0.173 0.125 0.204 0.1338
H -0.52240 3.95781 -0.10428 0.089 -0.491 0.170 0.1064
H 2.91089 4.23113 -0.85665 0.003 0.205 0.301 0.0864
H 1.33959 4.87373 -1.39262 0.200 -0.066 -0.214 0.0891
H 1.57763 3.13002 -1.14632 -0.033 0.116 0.178 0.0568
C -1.07416 -2.32824 -3.22857 -0.035 0.155 0.462 -0.1113
O -2.10963 -1.53502 -3.76885 0.382 0.512 0.203 -0.1627
C -1.56217 -0.28546 -4.16609 0.233 -0.293 -0.273 -0.2103
C -2.63646 0.65944 -4.62847 0.545 0.368 -0.918 -0.2123
O -3.19469 1.48707 -3.64211 -0.413 0.196 -0.004 -0.1754
C -4.25184 0.93342 -2.88306 0.399 -0.162 0.302 -0.0955
H -1.49753 -3.30790 -3.01246 0.125 -0.048 -0.023 0.0927
H -0.70228 -1.86558 -2.30664 -0.122 -0.291 0.126 0.0641
H -0.19438 -2.39970 -3.88067 -0.229 -0.107 -0.295 0.0801
H -0.83653 -0.49220 -4.96771 -0.219 0.137 -0.293 0.1308
H -0.93984 0.21578 -3.40963 -0.297 -0.241 0.343 0.1128
H -3.36403 0.13223 -5.25672 -0.328 -0.107 0.410 0.1336
H -2.14853 1.34576 -5.32951 0.007 0.095 0.109 0.1140
H -3.82810 0.31337 -2.08694 -0.231 -0.259 -0.092 0.0603
H -4.94341 0.35082 -3.49538 0.067 -0.081 -0.045 0.0914
H -4.80497 1.73604 -2.39540 0.072 0.177 -0.190 0.0879
C -7.19081 -0.72217 -1.72167 0.385 0.318 0.440 -0.0968
O -7.71100 -0.87981 -0.41955 -0.518 0.493 0.384 -0.1887
C -7.19116 -1.93366 0.36237 -0.012 -0.829 -0.617 -0.1898
C -5.69205 -1.85392 0.61400 -0.398 1.027 -0.537 -0.2143
O -4.93126 -2.41173 -0.43482 -0.096 -0.678 0.300 -0.1707
C -3.57609 -2.06955 -0.31309 0.615 0.364 -0.620 -0.1116
H -7.50620 -1.50937 -2.41329 0.198 -0.184 0.123 0.0971
H -6.10401 -0.64211 -1.63729 0.003 -0.266 -0.499 0.0595
H -7.55637 0.23236 -2.10116 -0.150 -0.039 0.071 0.0910
H -7.48142 -2.87477 -0.12449 0.326 -0.196 0.107 0.1298
H -7.71022 -1.91415 1.31950 -0.052 0.267 0.005 0.1220
H -5.41640 -2.26124 1.59028 0.078 -0.070 -0.014 0.1265
H -5.51291 -0.76376 0.59607 0.267 -0.030 0.500 0.1196
H -3.43243 -1.01482 -0.58892 -0.001 0.033 0.324 0.0593
H -2.98409 -2.62356 -1.04224 -0.251 -0.188 -0.024 0.0778
H -3.12164 -2.24461 0.66718 -0.340 -0.046 0.176 0.0959
```
Forces are in eV/Å.

Its total energy is -3088.37044 hartree. The SMILES is COCCOC.COCCOC.COCCOC.COCCOC.COCCOC.COCCOC.COCCOC.COCCOC.COCCOC.COCCOC. Its energy relative to the best compared isomer or geometry (same formula, charge and spin) is 3.12 kcal/mol. The LUMO energy is 0.570 eV. The value obtained for the HOMO energy is -9.2 eV. The frontier orbital gap comes out at 9.8 eV. The value obtained for the molecular weight is 901.2 g mol⁻¹. The calculation puts the max |F| at 0.0343 hartree/bohr.